ORCA calculation (ωB97M-V/def2-TZVPD) on 9 unconnected molecules or ions with the total composition C24H48N2O7S at a distorted geometry.

```
82
Properties=species:S:1:pos:R:3:lowdin_charge:R:1
C -0.25 -5.88 -8.57 -0.072
C -0.64 -4.61 -7.85 -0.256
N -0.97 -3.67 -7.22 0.103
H -0.15 -5.82 -9.65 0.077
H -0.99 -6.59 -8.22 0.074
H 0.67 -6.27 -8.13 0.075
C 0.68 -1.12 -0.70 -0.082
C -0.31 -2.08 -0.25 -0.284
N -1.14 -2.80 0.17 0.116
H 1.61 -1.33 -0.17 0.082
H 0.46 -0.06 -0.56 0.085
H 0.70 -1.31 -1.77 0.083
C -1.99 3.87 6.72 -0.239
S -1.45 4.51 5.01 0.831
O -1.96 3.63 3.88 -0.580
C -2.30 6.15 5.10 -0.271
H -2.17 2.80 6.66 0.043
H -2.97 4.20 7.08 0.038
H -1.24 4.17 7.45 0.040
H -1.90 6.63 5.99 0.042
H -3.31 6.10 5.49 0.046
H -2.10 6.74 4.20 0.050
C -3.05 4.48 -5.41 -0.020
C -2.18 5.48 -6.22 -0.448
O -1.40 6.28 -5.73 0.047
C -2.40 5.49 -7.78 -0.026
H -4.05 4.46 -5.85 0.073
H -3.11 4.85 -4.39 0.077
H -2.55 3.51 -5.43 0.082
H -3.45 5.42 -8.07 0.067
H -1.92 4.57 -8.10 0.075
H -1.94 6.34 -8.30 0.073
C 5.23 3.96 2.60 -0.032
C 5.24 4.23 1.06 -0.453
O 6.04 3.67 0.36 0.065
C 4.16 5.24 0.52 -0.017
H 5.07 4.88 3.15 0.073
H 6.13 3.38 2.81 0.073
H 4.57 3.25 3.09 0.072
H 4.32 5.25 -0.56 0.072
H 4.25 6.24 0.94 0.073
H 3.17 4.85 0.75 0.075
C -0.50 -5.95 9.76 -0.032
C -1.55 -5.38 8.97 -0.604
O -2.66 -5.75 9.09 0.105
C -1.19 -4.53 7.83 -0.025
H -0.08 -5.19 10.43 0.093
H 0.28 -6.28 9.08 0.098
H -0.88 -6.66 10.49 0.094
H -1.96 -3.76 7.79 0.092
H -1.25 -4.99 6.84 0.098
H -0.19 -4.15 8.02 0.081
C -6.89 -0.37 4.58 -0.031
C -7.98 0.68 4.54 -0.480
O -9.13 0.35 4.74 0.058
C -7.45 2.15 4.51 -0.022
H -6.04 0.06 4.03 0.072
H -7.17 -1.33 4.16 0.084
H -6.66 -0.45 5.65 0.089
H -8.33 2.78 4.38 0.072
H -6.76 2.41 3.70 0.076
H -7.05 2.30 5.51 0.082
C 5.32 0.42 -6.40 -0.027
C 4.52 0.85 -7.62 -0.471
O 4.08 0.05 -8.44 0.047
C 4.05 2.27 -7.68 -0.040
H 6.28 0.92 -6.46 0.085
H 5.42 -0.67 -6.41 0.080
H 4.87 0.65 -5.43 0.082
H 3.01 2.45 -7.96 0.088
H 4.54 2.90 -8.42 0.082
H 4.32 2.85 -6.81 0.074
C 2.55 -7.80 -2.00 -0.034
C 3.86 -7.10 -2.21 -0.468
O 4.41 -7.22 -3.30 0.046
C 4.64 -6.55 -1.01 -0.023
H 1.85 -7.61 -2.81 0.085
H 2.06 -7.50 -1.07 0.071
H 2.64 -8.88 -1.84 0.089
H 5.37 -7.25 -0.61 0.087
H 3.99 -6.06 -0.29 0.073
H 5.26 -5.76 -1.43 0.075
```

Results
Calculated total energy (Eh): -1977.45150
Max |F| (hartree/bohr): 0.083
HOMO (eV): -9.21
Net charge: 0
Multiplicity: 1
Orbital gap (eV): 9.40
Relative energy (zero: lowest compared OMol25 entry of this formula, charge and spin) (kJ/mol): 348.8

ORCA calculation (ωB97M-V/def2-TZVPD) on a molecular structure, C17H15AgF6N3OS3 at a distorted geometry.

```
46
Properties=species:S:1:pos:R:3:lowdin_charge:R:1
Ag 0.05 -0.41 -0.68 0.611
S -0.37 -2.93 -0.78 0.517
C 1.07 -3.17 0.10 -0.848
C 1.42 -4.44 0.61 -0.139
C 2.59 -4.57 1.31 -0.111
C 3.40 -3.45 1.50 -0.105
C 2.97 -2.24 0.98 -0.175
N 1.86 -2.10 0.29 -0.016
H 0.75 -5.27 0.45 0.084
H 2.89 -5.54 1.71 0.092
H 4.33 -3.52 2.05 0.082
H 3.55 -1.34 1.12 0.102
C -3.23 -2.44 -2.61 -0.104
C -3.21 -0.96 -2.70 -0.613
N -2.29 -0.18 -2.28 0.074
C -2.56 1.13 -2.51 -0.337
C -3.76 1.37 -3.12 -0.366
S -4.58 -0.10 -3.43 1.003
C -1.57 2.12 -2.15 -0.343
C -1.76 3.47 -2.08 -0.356
S -0.28 4.27 -1.70 1.038
C 0.51 2.71 -1.69 -0.626
N -0.28 1.72 -1.93 0.047
C 1.95 2.59 -1.40 -0.082
H -2.31 -2.77 -2.15 -0.048
H -3.33 -2.88 -3.60 0.079
H -4.08 -2.76 -2.00 0.082
H -4.20 2.31 -3.40 0.060
H -2.67 4.03 -2.21 0.062
H 2.46 3.54 -1.51 0.069
H 2.39 1.82 -2.03 0.086
H 2.02 2.24 -0.36 0.059
C 0.03 -0.13 2.77 0.006
C 0.59 1.15 2.12 -0.552
O 1.02 1.05 0.88 -0.221
C -0.53 2.22 2.18 -0.553
F -1.10 2.40 3.39 0.117
F -1.54 1.88 1.36 0.126
F -0.14 3.45 1.78 0.129
C 1.76 1.64 3.02 -0.558
F 1.40 1.93 4.30 0.117
F 2.72 0.72 3.13 0.134
F 2.36 2.75 2.56 0.137
H -0.83 -0.47 2.20 0.080
H -0.27 0.05 3.81 0.083
H 0.80 -0.90 2.72 0.077
```

Results
Calculated total energy (Eh): -2837.19501
Max |F| (hartree/bohr): 0.024
HOMO (eV): -4.16
Net charge: -1
Multiplicity: 1
Orbital gap (eV): 6.46

ORCA calculation (ωB97M-V/def2-TZVPD) on C22H31N3O6S in the gas phase at a distorted geometry.

```
63
Properties=species:S:1:pos:R:3:lowdin_charge:R:1
C -3.49 0.63 -4.08 -0.057
C -3.51 -0.54 -3.11 -0.188
N -2.58 -0.33 -2.01 -0.038
C -1.35 -0.86 -2.12 0.033
C -0.35 -0.73 -1.20 -0.019
C 0.94 -1.41 -1.54 -0.452
O 1.07 -2.02 -2.59 0.038
N 1.90 -1.30 -0.60 0.082
C 3.23 -1.83 -0.79 -0.176
C 4.25 -0.70 -0.92 -0.145
C 5.66 -1.25 -1.13 -0.235
O 6.54 -0.15 -1.22 -0.131
C 7.89 -0.42 -1.54 -0.445
C 8.07 -0.99 -2.96 -0.054
C 8.59 -1.31 -0.51 -0.055
C -0.57 0.04 0.00 -0.307
O 0.24 0.19 0.91 0.045
C -1.91 0.65 0.07 -0.037
C -2.21 1.46 1.18 0.009
C -3.45 2.03 1.31 -0.254
S -3.84 3.03 2.75 0.670
O -4.98 3.83 2.41 -0.281
O -2.64 3.65 3.21 -0.267
N -4.33 1.99 3.94 -0.235
C -5.63 1.36 3.82 -0.156
C -5.50 -0.06 3.26 -0.181
O -4.60 -0.82 4.02 -0.123
C -3.31 -0.25 4.04 -0.173
C -3.35 1.17 4.62 -0.152
C -4.41 1.85 0.33 -0.048
C -4.14 1.07 -0.78 0.011
C -2.89 0.45 -0.93 -0.117
H -2.50 0.75 -4.51 0.082
H -3.76 1.56 -3.59 0.072
H -4.19 0.45 -4.89 0.079
H -3.22 -1.45 -3.62 0.126
H -4.52 -0.69 -2.70 0.117
H -1.14 -1.45 -3.00 0.146
H 1.69 -0.74 0.22 0.113
H 3.21 -2.43 -1.69 0.121
H 3.48 -2.47 0.07 0.127
H 4.25 -0.09 -0.02 0.121
H 3.99 -0.07 -1.76 0.125
H 5.69 -1.85 -2.05 0.125
H 5.94 -1.90 -0.29 0.124
H 8.34 0.58 -1.51 0.142
H 7.48 -0.41 -3.66 0.083
H 9.11 -0.93 -3.25 0.078
H 7.75 -2.03 -3.01 0.071
H 8.25 -2.34 -0.59 0.074
H 9.66 -1.29 -0.69 0.079
H 8.39 -0.95 0.49 0.082
H -1.44 1.62 1.92 0.131
H -6.24 2.00 3.18 0.117
H -6.08 1.31 4.82 0.135
H -6.46 -0.58 3.30 0.130
H -5.16 -0.02 2.21 0.115
H -2.70 -0.90 4.67 0.132
H -2.90 -0.23 3.02 0.114
H -2.39 1.67 4.51 0.119
H -3.62 1.13 5.68 0.135
H -5.37 2.34 0.44 0.119
H -4.90 0.96 -1.53 0.107
```

Results
Calculated total energy (Eh): -1870.83360
Max |F| (hartree/bohr): 0.021
HOMO (eV): -8.81
SMILES string: CCn1cc(C(=O)NCCCOC(C)C)c(=O)c2cc(S(=O)(=O)N3CCOCC3)ccc21
Net charge: 0
Multiplicity: 1
Orbital gap (eV): 8.55
Relative energy (zero: lowest compared OMol25 entry of this formula, charge and spin) (kJ/mol): 189.8

ORCA calculation (ωB97M-V/def2-TZVPD) on a molecular structure, C8H12N3 at a distorted geometry.

```
23
Properties=species:S:1:pos:R:3:lowdin_charge:R:1
C -3.11 1.05 0.65 -0.047
C -2.19 1.55 -0.20 -0.079
C -2.86 -0.16 1.27 -0.061
C -1.03 0.88 -0.48 -0.036
C -1.72 -0.85 1.03 -0.058
C -0.73 -0.32 0.25 -0.192
C 0.47 -1.11 -0.10 -0.182
C 3.72 0.72 -0.04 0.089
N 2.58 0.18 -0.27 -0.078
N 0.86 -1.03 -1.63 0.120
N 1.65 -0.42 0.46 0.023
H -4.01 1.56 0.86 0.107
H -2.20 2.52 -0.74 0.137
H -3.49 -0.70 1.99 0.128
H -0.34 1.47 -0.98 0.091
H -1.54 -1.69 1.72 0.134
H 0.51 -2.12 0.25 0.145
H 4.30 0.87 -0.89 0.067
H 4.21 0.50 0.94 0.118
H 1.92 -0.04 -1.36 0.215
H 0.10 -0.69 -2.24 0.126
H 1.73 -0.30 1.44 0.154
H 1.18 -1.88 -1.95 0.078
```

Results
Calculated total energy (Eh): -475.96000
Max |F| (hartree/bohr): 0.082
HOMO (eV): -12.80
Net charge: +1
Multiplicity: 1
Orbital gap (eV): 9.57
Relative energy (zero: lowest compared OMol25 entry of this formula, charge and spin) (kJ/mol): 316.4